No. 1
The following is a quantum chemistry calculation of a molecular structure, C6H8 in a non-equilibrium geometry, from OMol25.

Calculated values
* E_HOMO: -0.32590 hartree
* electronic energy: -233.210869 Ha
* ΔE to the lowest compared entry with this formula, charge and spin: 110.5 kcal/mol
* LUMO: 1.082 eV
* F_max: 6.3 eV/Å

Geometry as ORCA input:
```
! RIJCOSX wB97M-V def2-TZVPD def2/J DEFGRID3
* xyz 0 1
C 0.74323 -0.04888 1.09178
C 0.20934 1.05250 0.07777
C 0.43586 -0.96901 -0.17463
C 0.78478 0.18488 -0.93961
C -1.37803 0.50473 -0.13227
C -1.04462 -0.76215 0.00294
H 0.07348 -0.08366 2.00484
H 0.74410 2.21190 0.16808
H 0.11592 0.03426 -1.84791
H 1.75262 0.21158 -1.09915
H 1.84445 -0.04305 1.03938
H 1.01049 -1.90712 -0.28245
H -2.17331 1.38816 0.20144
H -1.87107 -1.58453 0.25984
*
```

No. 2
The following is a quantum chemistry calculation of C6H8 in the gas phase, from OMol25.

Calculated values
* E_HOMO: -0.32804 hartree
* electronic energy: -233.329612 Ha
* ΔE to the lowest compared entry with this formula, charge and spin: 36.0 kcal/mol
* LUMO: 1.128 eV
* SMILES string: CC#CC1CC1
* F_max: 0.5 eV/Å

Geometry as ORCA input:
```
! RIJCOSX wB97M-V def2-TZVPD def2/J DEFGRID3
* xyz 0 1
C 1.18751 1.61022 0.44047
C 0.11623 0.72156 1.02857
C 1.56351 0.54998 1.42410
C -1.06098 -0.92825 -0.67863
C -1.69711 -1.72732 -1.72649
C -0.52765 -0.21699 0.13671
H -0.53112 1.17359 1.77642
H -2.73154 -1.40246 -1.87943
H 2.08337 -0.32958 1.05918
H -1.70988 -2.79388 -1.48204
H 1.83309 0.85990 2.42843
H -1.15868 -1.59759 -2.67161
H 1.42768 1.43009 -0.60184
H 1.20558 2.65074 0.74616
*
```

No. 3
The following is a quantum chemistry calculation of C6H8 in the gas phase in a non-equilibrium geometry, from OMol25.

Calculated values
* E_HOMO: -0.31192 hartree
* electronic energy: -233.271998 Ha
* ΔE to the lowest compared entry with this formula, charge and spin: 72.2 kcal/mol
* LUMO: 1.215 eV
* SMILES string: C[C@@H]1CC12C=C2
* F_max: 2.1 eV/Å

Geometry as ORCA input:
```
! RIJCOSX wB97M-V def2-TZVPD def2/J DEFGRID3
* xyz 0 1
C -0.95510 0.11574 0.31474
C -0.75051 0.62178 -1.05013
C 1.59536 -0.05176 -0.08033
C 0.16614 -0.43067 -0.40200
C -1.91143 -0.68623 1.03757
C -1.39702 0.31296 1.71445
H -1.42310 0.31869 -1.83953
H -2.60644 -1.48968 1.02655
H 0.06443 -1.44299 -0.78239
H -1.27268 0.87705 2.60469
H 1.94851 -0.62956 0.77393
H 2.26070 -0.24308 -0.92074
H -0.35284 1.61593 -1.16713
H 1.65437 1.00355 0.17586
*
```

No. 4
The following is a quantum chemistry calculation of C6H8 in the gas phase, from OMol25.

Calculated values
* E_HOMO: -0.36054 hartree
* electronic energy: -233.326340 Ha
* ΔE to the lowest compared entry with this formula, charge and spin: 38.1 kcal/mol
* LUMO: 1.175 eV
* SMILES string: C#CC1CCC1
* F_max: 0.4 eV/Å

Geometry as ORCA input:
```
! RIJCOSX wB97M-V def2-TZVPD def2/J DEFGRID3
* xyz 0 1
C -0.38078 1.13673 0.19293
C -1.65484 0.28777 -0.00045
C 2.90336 -0.41091 -0.38093
C -0.74510 -0.93028 -0.26927
C 1.76637 -0.30991 0.00556
C 0.39091 -0.17861 0.47323
H -2.35429 0.58650 -0.78621
H -0.37162 1.90074 0.97513
H -0.04404 1.58062 -0.74906
H 3.90715 -0.49360 -0.73529
H -2.20566 0.17539 0.94004
H -1.04320 -1.90626 0.12383
H -0.51065 -1.02915 -1.33371
H 0.34238 -0.40903 1.54419
*
```

No. 5
The following is a quantum chemistry calculation of C6H8 in the gas phase, from OMol25.

Calculated values
* E_HOMO: -0.29819 hartree
* electronic energy: -233.284764 Ha
* ΔE to the lowest compared entry with this formula, charge and spin: 64.2 kcal/mol
* LUMO: -0.361 eV
* F_max: 0.5 eV/Å

Geometry as ORCA input:
```
! RIJCOSX wB97M-V def2-TZVPD def2/J DEFGRID3
* xyz 0 1
C 0.04277 -0.64738 0.24578
C 1.08532 -0.00739 1.18180
C -1.32428 1.17218 -0.72203
C 0.40724 -0.34404 -1.17190
C -1.28831 0.12695 0.35439
C -0.32548 0.68077 -1.66622
H -0.02068 -1.72571 0.44395
H 0.87534 -0.25010 2.22782
H 1.21095 -0.86480 -1.69289
H -1.51858 0.49993 1.35834
H -0.15617 1.12988 -2.64159
H 1.04254 1.08181 1.06644
H 2.10486 -0.33142 0.94855
H -2.13552 -0.52066 0.06755
*
```

No. 6
The following is a quantum chemistry calculation of a molecular structure, C6H8 in a non-equilibrium geometry, from OMol25.

Calculated values
* E_HOMO: -0.31616 hartree
* electronic energy: -233.176791 Ha
* ΔE to the lowest compared entry with this formula, charge and spin: 131.9 kcal/mol
* LUMO: 1.094 eV
* F_max: 5.7 eV/Å

Geometry as ORCA input:
```
! RIJCOSX wB97M-V def2-TZVPD def2/J DEFGRID3
* xyz 0 1
C 0.87940 -2.01584 -1.84881
C -1.05528 -0.70699 1.47617
C -1.07211 0.60408 0.77263
C 0.03800 -1.04173 -1.70112
C -0.65406 -0.67980 0.16196
C 0.11543 1.50272 1.00309
H -2.00400 1.25993 0.49553
H -0.09163 2.53292 1.46815
H 0.74010 1.11194 1.71991
H 1.09489 -2.62620 -1.05300
H -1.50249 -1.36130 2.15965
H -0.39684 -0.20720 -2.23953
H 0.58550 1.57689 0.07470
H 1.31581 -2.14677 -2.93884
*
```

Which formula does entry 3 have? C6H8

Repeat the second record exactly.
The following is a quantum chemistry calculation of C6H8 in the gas phase, from OMol25.

Calculated values
* E_HOMO: -0.32804 hartree
* electronic energy: -233.329612 Ha
* ΔE to the lowest compared entry with this formula, charge and spin: 36.0 kcal/mol
* LUMO: 1.128 eV
* SMILES string: CC#CC1CC1
* F_max: 0.5 eV/Å

Geometry as ORCA input:
```
! RIJCOSX wB97M-V def2-TZVPD def2/J DEFGRID3
* xyz 0 1
C 1.18751 1.61022 0.44047
C 0.11623 0.72156 1.02857
C 1.56351 0.54998 1.42410
C -1.06098 -0.92825 -0.67863
C -1.69711 -1.72732 -1.72649
C -0.52765 -0.21699 0.13671
H -0.53112 1.17359 1.77642
H -2.73154 -1.40246 -1.87943
H 2.08337 -0.32958 1.05918
H -1.70988 -2.79388 -1.48204
H 1.83309 0.85990 2.42843
H -1.15868 -1.59759 -2.67161
H 1.42768 1.43009 -0.60184
H 1.20558 2.65074 0.74616
*
```

Among the records above, which one has the highest ΔE to the lowest compared entry with this formula, charge and spin? number 6